# 1
The following is a quantum chemistry calculation of a cluster of 2 separate species, C4H9NO2 in total, from OMol25.

Results
Energy above the lowest of the compared OMol25 structures with the same formula, charge and spin = 579.61 kJ/mol
Multiplicity = 1
HOMO energy (spin up / spin down) = -7.31 / -7.33 eV
Calculated total energy = -9874.0534 eV
Lowest unoccupied orbital energy (spin up / spin down) = -0.70 / -0.68 eV
Total charge = 0
Gap between HOMO and LUMO (spin up / spin down) = 6.62 / 6.65 eV

```
16
C4H9NO2 ωB97M-V/def2-TZVPD
C -2.461 0.839 0.965
C -1.408 -0.083 0.473
N -0.342 0.409 -0.139
C 0.599 -0.730 -0.310
O 0.952 -1.296 0.703
O 1.427 -0.449 -1.353
C 2.736 -0.132 -0.841
H -2.684 1.679 0.304
H -3.372 0.341 1.296
H -1.973 1.257 1.863
H -1.246 -1.017 0.994
H -0.939 -1.675 -0.839
H -0.471 0.973 -0.972
H 3.325 0.238 -1.680
H 2.651 0.652 -0.077
H 3.206 -1.007 -0.388
```

***

# 2
The following is a quantum chemistry calculation of a structure of composition C7H3NO5Sc at a distorted geometry, from OMol25.

Results
Multiplicity = 1
HOMO energy = -24.80 eV
Calculated total energy = -39701.8703 eV
Lowest unoccupied orbital energy = -15.20 eV
Total charge = +3
Gap between HOMO and LUMO = 9.61 eV

```
17
C7H3NO5Sc ωB97M-V/def2-TZVPD
O 1.147 -2.650 -2.745
C 0.826 -1.902 -1.972
Sc -0.019 -0.384 -0.254
O 2.508 1.897 -0.630
C 1.635 1.160 -0.464
C -0.588 1.356 1.405
O -0.911 2.125 2.194
C 1.115 -0.996 1.410
O 1.703 -1.474 2.289
C -1.099 0.987 -1.429
O -1.754 1.623 -2.145
C -3.769 -2.642 1.094
C -2.673 -1.914 0.748
N -1.702 -1.289 0.427
H -3.451 -3.607 1.448
H -4.402 -2.754 0.230
H -4.295 -2.119 1.872
```

***

# 3
The following is a quantum chemistry calculation of a structure of composition C6H8O2 at a distorted geometry, from OMol25.

Results
Energy above the lowest of the compared OMol25 structures with the same formula, charge and spin = 434.95 kJ/mol
Multiplicity = 1
HOMO energy = -8.78 eV
Calculated total energy = -10442.2185 eV
Lowest unoccupied orbital energy = 1.00 eV
Total charge = 0
Gap between HOMO and LUMO = 9.78 eV

```
16
C6H8O2 ωB97M-V/def2-TZVPD
C -0.750 -0.061 1.435
C -0.592 0.153 -0.058
C -0.424 1.689 -0.126
C 0.832 0.261 -0.581
C 1.275 -1.148 -0.489
C 0.143 -1.775 -0.885
H -1.691 0.262 1.866
H -0.571 -1.134 1.649
H 0.079 0.446 1.914
H -0.864 2.373 0.607
H -0.549 2.141 -1.173
H 0.777 0.519 -1.687
H 2.309 -1.509 -0.448
H 0.013 -2.730 -1.370
O 1.011 1.540 0.127
O -0.998 -1.028 -0.781
```

***

# 4
The following is a quantum chemistry calculation of a cluster of 2 separate species, C7H8N2OS2 in total at a distorted geometry, from OMol25.

Results
Energy above the lowest of the compared OMol25 structures with the same formula, charge and spin = 135.25 kJ/mol
Multiplicity = 1
HOMO energy = -6.69 eV
Calculated total energy = -34084.1753 eV
Lowest unoccupied orbital energy = 0.69 eV
Total charge = 0
Gap between HOMO and LUMO = 7.38 eV

```
20
C7H8N2OS2 ωB97M-V/def2-TZVPD
C 2.312 1.709 -0.890
C 1.700 2.869 -0.550
S 0.007 2.608 -0.207
C 0.164 0.996 -0.673
C -0.710 -0.001 -0.453
N -1.939 0.069 0.092
C -2.523 -1.044 0.183
C -1.842 -2.272 -0.277
S -0.334 -1.784 -1.073
N 1.430 0.672 -1.094
H 3.295 1.580 -1.308
H 1.957 3.916 -0.485
H -3.569 -1.136 0.463
H -1.547 -2.907 0.489
H -2.452 -2.779 -1.024
H 1.771 -0.264 -1.023
C 0.550 -0.538 1.946
O 1.440 0.252 1.815
H 0.583 -1.455 1.357
H -0.294 -0.489 2.712
```

***

# 5
The following is a quantum chemistry calculation of the molecule C18H22ClF2N3O4, from OMol25.

Results
Energy above the lowest of the compared OMol25 structures with the same formula, charge and spin = 2.62 kJ/mol
Multiplicity = 1
HOMO energy = -9.27 eV
Calculated total energy = -49642.0173 eV
Lowest unoccupied orbital energy = -0.13 eV
Total charge = 0
Gap between HOMO and LUMO = 9.13 eV

```
50
C18H22ClF2N3O4 ωB97M-V/def2-TZVPD
C -3.381 2.476 -0.766
N -2.314 1.485 -0.801
C -0.962 2.030 -0.841
C -0.560 2.511 -2.235
C 0.872 3.045 -2.323
C 1.956 1.973 -2.430
N 2.001 1.022 -1.333
C 2.581 1.349 -0.154
O 3.159 2.393 0.073
C 2.466 0.265 0.866
C 2.305 -1.071 0.744
C 2.200 -1.565 2.089
N 1.983 -2.802 2.553
C 1.918 -2.899 3.857
Cl 1.629 -4.487 4.507
C 2.057 -1.839 4.768
C 2.269 -0.562 4.288
C 2.334 -0.450 2.911
O 2.503 0.673 2.171
C -2.668 0.182 -0.681
O -3.835 -0.159 -0.551
C -1.584 -0.927 -0.619
C -1.104 -1.024 0.831
O -0.493 -0.624 -1.504
C -2.259 -2.228 -1.068
C -1.420 -3.468 -0.906
F -2.083 -4.537 -1.418
F -0.244 -3.359 -1.638
H -4.329 1.993 -0.973
H -3.431 2.950 0.218
H -3.195 3.246 -1.514
H -0.929 2.875 -0.144
H -0.264 1.295 -0.468
H -0.688 1.678 -2.934
H -1.254 3.292 -2.552
H 0.966 3.677 -3.209
H 1.088 3.684 -1.462
H 1.808 1.396 -3.346
H 2.933 2.451 -2.492
H 1.316 0.278 -1.331
H 2.272 -1.645 -0.167
H 1.990 -2.036 5.827
H 2.375 0.291 4.945
H -1.944 -1.266 1.483
H -0.338 -1.791 0.934
H -0.673 -0.081 1.167
H -0.181 -1.462 -1.868
H -3.175 -2.368 -0.498
H -2.546 -2.149 -2.119
H -1.127 -3.710 0.115
```

***

# 6
The following is a quantum chemistry calculation of a cluster of 2 separate species, C5H11N3O in total at a distorted geometry, from OMol25.

Results
Energy above the lowest of the compared OMol25 structures with the same formula, charge and spin = 399.33 kJ/mol
Multiplicity = 1
HOMO energy = -9.13 eV
Calculated total energy = -11877.6322 eV
Lowest unoccupied orbital energy = 0.35 eV
Total charge = 0
Gap between HOMO and LUMO = 9.49 eV

```
20
C5H11N3O ωB97M-V/def2-TZVPD
H -2.058 -1.894 -1.151
N -1.199 -1.384 -0.967
C -1.282 -0.542 -0.009
N -2.373 -0.403 0.828
C 0.236 -0.528 0.883
O 0.757 -1.807 0.821
C 1.205 0.528 0.539
C 2.340 0.169 -0.406
H -2.422 0.447 1.366
H -3.269 -0.680 0.450
H -0.185 -0.379 1.881
H 0.349 -2.231 0.029
H 1.530 1.058 1.436
H 0.576 1.357 -0.089
H 3.076 -0.452 0.105
H 2.875 1.067 -0.715
H 1.931 -0.378 -1.254
C -0.540 2.006 -1.073
N -1.512 1.354 -0.954
H -0.033 2.691 -1.721
```

***

> What is the calculated total energy in the fifth record?

-49642.0173 eV

***

What did the fourth record say?
The following is a quantum chemistry calculation of a cluster of 2 separate species, C7H8N2OS2 in total at a distorted geometry, from OMol25.

Results
Energy above the lowest of the compared OMol25 structures with the same formula, charge and spin = 135.25 kJ/mol
Multiplicity = 1
HOMO energy = -6.69 eV
Calculated total energy = -34084.1753 eV
Lowest unoccupied orbital energy = 0.69 eV
Total charge = 0
Gap between HOMO and LUMO = 7.38 eV

```
20
C7H8N2OS2 ωB97M-V/def2-TZVPD
C 2.312 1.709 -0.890
C 1.700 2.869 -0.550
S 0.007 2.608 -0.207
C 0.164 0.996 -0.673
C -0.710 -0.001 -0.453
N -1.939 0.069 0.092
C -2.523 -1.044 0.183
C -1.842 -2.272 -0.277
S -0.334 -1.784 -1.073
N 1.430 0.672 -1.094
H 3.295 1.580 -1.308
H 1.957 3.916 -0.485
H -3.569 -1.136 0.463
H -1.547 -2.907 0.489
H -2.452 -2.779 -1.024
H 1.771 -0.264 -1.023
C 0.550 -0.538 1.946
O 1.440 0.252 1.815
H 0.583 -1.455 1.357
H -0.294 -0.489 2.712
```

***

> What is the calculated total energy in the sixth record?

-11877.6322 eV

***

> Which of these has the highest calculated total energy?

C4H9NO2